1.
ORCA calculation (the ωB97M-V functional and the def2-TZVPD basis) on a 13-piece molecular cluster, C89H199N12O6 overall.

As for the HOMO energy: -20.609 eV. As for the total charge: +9. The largest force on an atom is 0.0871 hartree/bohr. The value obtained for the LUMO energy is -14.92 eV.

Last column: Löwdin charge in e.
Cartesian coordinates (Å):
N -0.6542 1.0462 -0.0600  -0.668
O -1.7939 0.7973 0.2598  -0.017
O 0.2598 0.6913 0.6669  -0.042
O -0.4259 1.5299 -1.1728  -0.059
C 3.6569 -1.9421 3.8262  -0.082
C 4.5156 -2.3525 4.9715  -0.276
C 4.3562 -3.7872 5.3437  -0.137
N 5.3350 -4.3503 6.4409  -0.189
C 6.8223 -4.4003 5.8971  0.090
C 4.7807 -5.6843 6.9216  -0.087
C 4.9199 -5.7088 8.4745  -0.102
C 5.6735 -4.4218 8.8939  -0.124
C 5.2683 -3.4733 7.7581  -0.092
H 2.6428 -2.2834 4.0342  0.055
H 4.0070 -2.5070 2.9623  0.070
H 3.7305 -0.8717 3.6337  0.078
H 4.3997 -1.6885 5.8280  0.109
H 5.5392 -2.0919 4.7023  0.125
H 4.4295 -4.3558 4.4166  0.126
H 3.3106 -3.9200 5.6215  0.108
H 7.3086 -5.3006 6.2727  0.116
H 7.3639 -3.5121 6.2227  0.108
H 6.6948 -4.5128 4.8205  0.100
H 5.3049 -6.4837 6.3980  0.133
H 3.7613 -5.7966 6.5525  0.104
H 5.5771 -6.5265 8.7705  0.129
H 4.0483 -5.7493 9.1277  0.130
H 6.7500 -4.4724 9.0572  0.132
H 5.2217 -3.9986 9.7911  0.132
H 5.9151 -2.6021 7.6539  0.124
H 4.2661 -3.0777 7.9228  0.134
C -2.7715 4.8844 3.4929  -0.077
C -2.2357 3.6076 4.1308  -0.209
C -2.9353 2.3150 3.7481  -0.093
N -2.2802 1.0330 4.3353  -0.200
C -2.4579 0.9736 5.8676  0.069
C -2.8684 -0.2508 3.6558  -0.063
C -1.7372 -1.2488 3.6236  -0.185
C -0.4449 -0.5527 3.9017  -0.163
C -0.7547 0.9649 4.0288  -0.073
H -2.9869 4.8654 2.4246  0.054
H -2.2021 5.7639 3.7938  0.086
H -3.7631 5.0569 3.9112  0.095
H -2.2365 3.7678 5.2090  0.124
H -1.1855 3.5425 3.8462  0.076
H -2.9328 2.1329 2.6734  0.098
H -4.0130 2.1975 3.8612  0.131
H -1.9058 1.8373 6.2381  0.098
H -2.1595 0.0296 6.3236  0.119
H -3.5182 1.1794 6.0141  0.124
H -3.7352 -0.5072 4.2649  0.132
H -3.2892 -0.0291 2.6750  0.116
H -1.8064 -2.1283 4.2637  0.113
H -1.5773 -1.5945 2.6023  0.093
H -0.0950 -0.8301 4.8960  0.115
H 0.2965 -0.7357 3.1239  0.094
H -0.3038 1.5329 4.8426  0.122
H -0.6121 1.4859 3.0821  0.102
C 9.0525 2.2114 -7.9322  -0.062
C 8.0527 3.0704 -7.1358  -0.208
C 6.7054 2.2869 -6.9901  -0.077
N 5.7359 2.8471 -5.9163  -0.221
C 5.2378 4.2777 -6.1266  0.048
C 6.2404 2.7032 -4.4816  -0.084
C 5.0724 2.6503 -3.4929  -0.137
C 3.9408 2.0933 -4.3262  -0.178
C 4.5053 2.0105 -5.6834  -0.153
H 10.0459 2.3330 -7.5004  0.097
H 9.0826 2.4905 -8.9854  0.094
H 8.6971 1.1830 -7.9968  0.075
H 7.9494 4.0399 -7.6231  0.117
H 8.5335 3.3143 -6.1884  0.105
H 6.9142 1.2314 -6.8160  0.128
H 6.2124 2.3625 -7.9593  0.141
H 4.2864 4.4904 -5.6390  0.101
H 5.1149 4.4696 -7.1925  0.117
H 5.9790 5.0200 -5.8305  0.119
H 6.9289 3.5340 -4.3265  0.143
H 6.7831 1.7597 -4.5405  0.148
H 4.8328 3.6322 -3.0849  0.110
H 5.4533 2.0118 -2.6959  0.119
H 2.9626 2.5727 -4.3655  0.105
H 3.7125 1.0807 -3.9938  0.094
H 3.7756 2.3069 -6.4369  0.115
H 4.8656 0.9899 -5.8126  0.146
C 3.5231 -3.2359 -0.4723  -0.090
C 2.6709 -2.2257 -1.1454  -0.249
C 2.0570 -2.6958 -2.4842  -0.080
N 0.8734 -1.8328 -3.0114  -0.202
C 1.3964 -0.4238 -3.2804  0.040
C -0.2795 -1.8795 -1.9398  -0.061
C -1.5157 -1.4892 -2.7557  -0.144
C -1.2516 -1.7708 -4.2311  -0.151
C 0.0958 -2.4529 -4.2634  -0.038
H 3.0503 -4.2169 -0.5188  0.078
H 3.8667 -3.0426 0.5439  0.070
H 4.4002 -3.4413 -1.0860  0.099
H 3.2781 -1.3416 -1.3398  0.085
H 1.9252 -1.9329 -0.4062  0.103
H 1.6586 -3.7071 -2.4029  0.130
H 2.8089 -2.6631 -3.2727  0.145
H 1.7073 -0.1264 -2.2789  0.090
H 0.5271 0.1700 -3.5628  0.079
H 2.1390 -0.4377 -4.0782  0.104
H -0.0695 -1.2125 -1.1037  0.102
H -0.2797 -2.8846 -1.5180  0.130
H -1.7538 -0.4330 -2.6294  0.100
H -2.3894 -2.0500 -2.4237  0.091
H -1.2254 -0.8386 -4.7955  0.093
H -2.0394 -2.3448 -4.7190  0.130
H 0.5792 -2.2900 -5.2267  0.144
H 0.0244 -3.5261 -4.0869  0.140
C 1.9075 2.4148 -9.0382  -0.074
C 1.3188 3.1508 -7.8464  -0.252
C -0.2270 3.2469 -7.8988  -0.047
N -0.9280 3.9370 -6.6356  -0.230
C -0.7019 5.4122 -6.8159  0.029
C -2.4128 3.5546 -6.5522  -0.116
C -2.4676 2.2725 -5.8392  -0.145
C -1.0907 2.1792 -5.0645  -0.135
C -0.3669 3.5336 -5.2405  -0.053
H 2.9960 2.3899 -8.9862  0.080
H 1.6084 2.9574 -9.9349  0.100
H 1.5106 1.4071 -9.1613  0.094
H 1.7416 4.1508 -7.7492  0.114
H 1.6021 2.4307 -7.0787  0.078
H -0.5751 2.2151 -7.8523  0.126
H -0.5606 3.7288 -8.8178  0.151
H -1.3924 5.8987 -6.1271  0.109
H -1.0834 5.6922 -7.7978  0.126
H 0.3566 5.6302 -6.6734  0.111
H -2.9566 4.3069 -5.9810  0.135
H -2.9540 3.6814 -7.4898  0.161
H -3.4519 2.1627 -5.3840  0.117
H -2.4499 1.4660 -6.5721  0.113
H -1.2712 1.9532 -4.0136  0.087
H -0.5718 1.2826 -5.4037  0.087
H -0.7215 4.2475 -4.4971  0.123
H 0.7206 3.5104 -5.3104  0.107
C 6.5248 7.8715 6.0003  -0.079
C 6.3221 6.5743 5.3463  -0.273
C 5.8242 5.5018 6.2853  -0.111
N 5.6359 4.1123 5.6462  -0.236
C 6.9545 3.4899 5.1650  0.053
C 4.5273 4.0733 4.5074  -0.079
C 4.2498 2.5939 4.4671  -0.207
C 4.3155 2.1010 5.9150  -0.130
C 5.0922 3.1934 6.6970  -0.091
H 5.5486 8.2192 6.3383  0.096
H 6.8582 8.5259 5.1950  0.103
H 7.2487 7.8191 6.8136  0.109
H 7.3119 6.3171 4.9693  0.126
H 5.5220 6.6706 4.6123  0.109
H 4.8616 5.8140 6.6902  0.141
H 6.4562 5.2804 7.1453  0.151
H 7.7708 3.7734 5.8293  0.132
H 6.9914 3.8969 4.1545  0.105
H 6.9487 2.4135 4.9932  0.106
H 4.9010 4.5789 3.6170  0.116
H 3.6396 4.6005 4.8566  0.138
H 4.9665 2.0773 3.8287  0.103
H 3.2756 2.3474 4.0449  0.103
H 4.6582 1.0690 5.8401  0.106
H 3.2992 2.0902 6.3089  0.116
H 5.9109 2.6878 7.2092  0.146
H 4.4158 3.7267 7.3650  0.145
C -2.4357 5.6704 -2.0606  -0.074
C -3.0318 4.2846 -1.7325  -0.239
C -4.5405 4.3202 -1.6120  -0.045
N -5.1217 3.0308 -0.8641  -0.190
C -4.6263 1.7319 -1.5301  0.000
C -6.6353 3.0641 -0.6873  -0.074
C -6.9658 3.8822 0.6128  -0.085
C -5.7168 3.6510 1.4310  -0.148
C -4.6801 2.8933 0.6030  -0.129
H -2.8138 6.2634 -2.8933  0.091
H -1.3708 5.5664 -2.2689  0.049
H -2.5557 6.2714 -1.1592  0.084
H -2.5938 3.9097 -0.8074  0.084
H -2.7210 3.6266 -2.5441  0.087
H -4.9649 4.3345 -2.6159  0.138
H -4.8236 5.1871 -1.0150  0.147
H -5.2268 0.8723 -1.2322  0.091
H -3.5514 1.5512 -1.5343  0.077
H -4.8513 1.8624 -2.5886  0.082
H -6.9058 2.0348 -0.4515  0.125
H -7.0967 3.3365 -1.6365  0.137
H -7.8319 3.4303 1.0961  0.138
H -7.1789 4.9108 0.3216  0.126
H -5.9051 3.0877 2.3450  0.116
H -5.2529 4.5864 1.7438  0.105
H -4.7059 1.8586 0.9448  0.101
H -3.6247 3.1062 0.7729  0.092
C 3.6571 1.1148 0.1254  -0.077
C 3.3775 2.5529 -0.4001  -0.193
C 2.7856 3.4616 0.7479  -0.062
N 2.2200 4.8712 0.3533  -0.222
C 3.1507 5.6628 -0.5874  0.048
C 0.8246 4.7738 -0.3307  -0.102
C -0.2103 4.6695 0.7473  -0.139
C 0.4935 5.2344 2.0177  -0.122
C 1.8862 5.7490 1.6149  -0.061
H 4.1485 0.5207 -0.6452  0.060
H 2.7030 0.6703 0.4085  0.050
H 4.3775 1.0747 0.9425  0.077
H 2.7641 2.4973 -1.2994  0.093
H 4.2826 2.9967 -0.8149  0.084
H 3.5053 3.7521 1.5132  0.113
H 1.9897 2.9411 1.2806  0.115
H 2.8412 6.7035 -0.4916  0.110
H 2.9618 5.2942 -1.5956  0.099
H 4.1484 5.5616 -0.1602  0.116
H 0.6615 5.7124 -0.8603  0.133
H 0.8821 3.9062 -0.9880  0.113
H -0.9723 5.4263 0.5610  0.112
H -0.6089 3.6683 0.9106  0.103
H -0.0634 5.9217 2.6546  0.125
H 0.8164 4.3898 2.6264  0.092
H 1.9062 6.8036 1.3404  0.136
H 2.6993 5.7027 2.3394  0.122
C 3.1953 -9.2791 3.5712  -0.074
C 1.9794 -8.4297 3.7658  -0.244
C 2.0598 -7.1345 2.9091  -0.095
N 0.7513 -6.2894 3.0396  -0.201
C -0.5524 -7.0059 2.4742  0.064
C 1.0236 -4.9869 2.2525  -0.078
C 0.1814 -4.0149 3.0966  -0.173
C 0.3641 -4.3696 4.5944  -0.122
C 0.5304 -5.8807 4.5416  -0.039
H 3.1114 -9.4050 2.4918  0.087
H 3.2276 -10.2304 4.1022  0.111
H 4.1067 -8.7158 3.7720  0.083
H 1.9200 -8.2207 4.8339  0.107
H 1.1233 -9.0333 3.4644  0.121
H 2.1874 -7.4343 1.8690  0.138
H 2.8701 -6.4274 3.0870  0.116
H -1.3640 -6.2973 2.6396  0.071
H -0.7955 -7.8134 3.1648  0.110
H -0.5683 -7.3067 1.4267  0.115
H 0.5716 -5.0956 1.2666  0.125
H 2.0760 -4.7081 2.3064  0.117
H -0.8796 -4.1612 2.8945  0.087
H 0.4448 -2.9663 2.9581  0.087
H -0.5043 -4.0164 5.1505  0.123
H 1.1804 -3.7441 4.9557  0.086
H -0.4041 -6.3832 4.7915  0.141
H 1.3874 -6.2580 5.0996  0.116
C -8.3380 -5.4423 -6.2270  -0.081
C -7.8002 -4.8561 -4.9338  -0.221
C -8.4381 -3.4811 -4.5079  -0.056
N -7.4948 -2.2392 -4.7695  -0.258
C -7.1420 -2.1941 -6.2679  0.060
C -6.2303 -2.3301 -3.8894  -0.093
C -5.6987 -0.8836 -3.8859  -0.164
C -6.9380 0.0190 -3.9888  -0.129
C -8.1293 -0.9125 -4.4076  -0.066
H -7.6318 -6.1947 -6.5782  0.091
H -8.4744 -4.7668 -7.0714  0.083
H -9.2310 -6.0011 -5.9469  0.099
H -6.7213 -4.7170 -5.0037  0.081
H -8.0598 -5.5817 -4.1630  0.116
H -8.5699 -3.4396 -3.4267  0.117
H -9.4189 -3.2871 -4.9421  0.148
H -6.5975 -1.2627 -6.4228  0.104
H -8.0868 -2.1790 -6.8113  0.126
H -6.5734 -3.0911 -6.5132  0.106
H -5.5843 -3.1114 -4.2898  0.124
H -6.6213 -2.4996 -2.8861  0.123
H -5.0433 -0.8327 -4.7554  0.105
H -5.2306 -0.6425 -2.9315  0.082
H -6.7941 0.7888 -4.7470  0.112
H -7.1337 0.7182 -3.1759  0.103
H -8.9095 -0.5663 -5.0855  0.156
H -8.7162 -1.1578 -3.5225  0.133
C -6.8571 -7.6463 -0.3021  -0.066
C -5.8558 -6.7339 0.3968  -0.222
C -5.4082 -5.5132 -0.4332  -0.092
N -4.4739 -4.5017 0.3539  -0.227
C -3.1892 -5.2730 0.6254  0.014
C -5.1920 -3.9436 1.6324  -0.043
C -4.3177 -2.7796 1.9199  -0.154
C -3.9187 -2.1859 0.5501  -0.130
C -4.1482 -3.2636 -0.4681  -0.115
H -7.2068 -8.4013 0.4021  0.101
H -6.6129 -8.0469 -1.2860  0.092
H -7.7973 -7.1307 -0.4977  0.082
H -4.9545 -7.3272 0.5510  0.101
H -6.1222 -6.4377 1.4114  0.116
H -6.3169 -4.9309 -0.5862  0.123
H -4.9474 -5.6690 -1.4087  0.135
H -2.8977 -5.7355 -0.3176  0.120
H -3.4157 -5.9993 1.4059  0.098
H -2.4926 -4.6121 1.1412  0.079
H -5.1976 -4.6983 2.4188  0.144
H -6.2330 -3.6688 1.4623  0.155
H -3.4510 -3.1005 2.4977  0.092
H -4.7166 -2.0223 2.5948  0.111
H -2.9975 -1.6047 0.5089  0.097
H -4.7027 -1.4657 0.3162  0.111
H -3.3194 -3.4393 -1.1539  0.111
H -5.0924 -3.1483 -1.0003  0.115
O -7.2292 -1.1165 3.5189  0.088
C -6.5429 0.0318 3.3072  -0.901
O -6.1699 0.7190 4.2674  -0.018
O -6.3142 0.3861 2.1585  -0.061
H -7.5580 -1.3137 2.6388  0.090


2.
ORCA calculation (the ωB97M-V functional and the def2-TZVPD basis) on a 2-piece molecular cluster, C4H12N4S2 overall.

As for the HOMO energy: -8.695 eV. As for the total charge: 0. The largest force on an atom is 0.0228 hartree/bohr. Its SMILES is [H]/N=C(\C)NS.CNNC=S. The value obtained for the LUMO energy is 0.68 eV.

Last column: Löwdin charge in e.
Cartesian coordinates (Å):
H -0.0098 -1.0237 1.6205  0.013
N 0.8172 -0.4297 1.6657  0.091
C 1.5483 -0.6109 0.6378  -0.593
C 1.3042 -1.5773 -0.4924  -0.058
N 2.6769 0.2025 0.5290  -0.391
S 4.0551 -0.1571 -0.3840  0.755
H 0.3369 -2.0670 -0.3600  0.048
H 1.3113 -1.0630 -1.4576  0.081
H 2.0831 -2.3479 -0.5302  0.071
H 2.8236 0.7733 1.3509  0.081
H 3.8646 0.7032 -1.4031  -0.146
C -0.6943 1.4747 0.3731  -0.119
N -2.1595 1.4728 0.3715  -0.104
N -2.6633 0.7863 -0.7360  -0.107
C -2.8911 -0.5302 -0.7694  -0.692
S -2.5534 -1.6099 0.4253  0.600
H -0.3664 1.9571 1.2967  0.088
H -0.3363 2.0742 -0.4693  0.082
H -0.2610 0.4708 0.3125  0.011
H -2.4912 0.9588 1.1886  0.082
H -3.0270 1.3806 -1.4675  0.142
H -3.3681 -0.8375 -1.7020  0.065


3.
ORCA calculation (the ωB97M-V functional and the def2-TZVPD basis) on a 2-piece molecular cluster, C41H33F6N4O overall.

As for the HOMO energy: -10.787 eV. As for the total charge: +1. The largest force on an atom is 0.0679 hartree/bohr. The value obtained for the LUMO energy is -4.67 eV.

Last column: Löwdin charge in e.
Cartesian coordinates (Å):
C 4.9862 2.0791 2.9283  0.027
N 4.6705 0.6910 2.6535  -0.011
C 5.6645 -0.2710 2.5456  0.028
C 5.0582 -1.4377 2.2630  0.037
N 3.7000 -1.1904 2.1688  0.077
C 2.8056 -2.3041 2.1106  -0.101
C 2.7905 -3.1094 0.9846  -0.120
F 3.4740 -2.6964 -0.1122  0.124
C 2.0468 -4.2822 0.9734  -0.099
F 1.9993 -5.0461 -0.1376  0.139
C 1.3062 -4.6268 2.1056  -0.096
F 0.4579 -5.6759 2.0577  0.140
C 1.4018 -3.8726 3.2766  -0.101
F 0.7151 -4.2438 4.3752  0.142
C 2.1790 -2.7252 3.2733  -0.115
F 2.3901 -2.0345 4.4163  0.138
C 3.4511 0.1186 2.3957  -0.046
C 2.1115 0.7635 2.4619  -0.271
C 0.9636 0.0078 1.9709  -0.034
C -0.3353 0.2679 2.3298  0.018
C -1.3264 -0.7998 2.2396  -0.211
C -2.4230 -0.9138 3.1322  -0.003
C -3.2458 -2.0401 3.1015  -0.058
C -2.9649 -3.1167 2.2533  -0.048
C -1.8926 -3.0147 1.3664  -0.059
C -1.1223 -1.8560 1.3200  -0.062
O 1.9991 1.9221 2.9256  0.072
H 4.0832 2.5868 3.2707  0.092
H 5.7782 2.1047 3.6864  0.112
H 5.3867 2.5638 2.0234  0.119
H 6.7178 -0.0669 2.6601  0.150
H 5.4680 -2.4250 2.1541  0.155
H 1.2218 -0.8730 1.3901  0.078
H -0.5759 1.1590 2.9051  0.107
H -2.6216 -0.1058 3.8441  0.124
H -4.1173 -2.1107 3.7545  0.114
H -3.5427 -4.0443 2.3001  0.118
H -1.6453 -3.8330 0.6916  0.117
H -0.3819 -1.7544 0.5281  0.098
F -1.0515 -1.4162 -1.7457  -0.013
C -1.1750 -0.0407 -2.1744  -0.262
C -0.6764 0.0374 -3.6332  -0.181
C -0.5144 -1.1266 -4.3883  -0.024
C 0.0744 -1.0615 -5.6503  -0.072
C 0.4743 0.1707 -6.1716  -0.085
C 0.1678 1.3502 -5.4879  -0.064
C -0.3957 1.2844 -4.2055  -0.039
C -2.6437 0.3496 -2.0109  -0.136
C -3.4329 0.7834 -3.0785  -0.015
C -4.7516 1.1929 -2.8445  -0.065
C -5.3126 1.0519 -1.5765  -0.082
C -4.5506 0.5192 -0.5313  -0.075
C -3.2221 0.1617 -0.7516  -0.024
C -0.2049 0.7209 -1.2276  -0.185
C 1.2702 0.3161 -1.4065  -0.097
C 2.0824 1.5973 -1.2651  -0.136
C 1.1171 2.7654 -1.1950  -0.134
N -0.2499 2.2065 -1.4048  -0.049
C -1.1939 2.8465 -0.5679  -0.232
C -0.9208 2.7810 0.8101  -0.012
C -2.0307 2.7174 1.6494  -0.148
N -3.2404 2.9877 1.1897  0.066
C -3.3998 3.4828 -0.0437  -0.128
C -2.4043 3.3783 -1.0262  0.025
H -0.8142 -2.0864 -3.9685  0.117
H 0.2340 -1.9850 -6.2042  0.106
H 1.0076 0.2126 -7.1203  0.104
H 0.3864 2.3251 -5.9259  0.106
H -0.5964 2.1883 -3.6230  0.111
H -3.0169 0.8179 -4.0852  0.116
H -5.3288 1.6332 -3.6588  0.109
H -6.3486 1.3483 -1.3973  0.110
H -4.9774 0.4094 0.4684  0.110
H -2.6250 -0.2893 0.0484  0.096
H -0.5079 0.4963 -0.1822  0.113
H 1.5099 -0.4332 -0.6409  0.087
H 1.4420 -0.1642 -2.3790  0.124
H 2.7120 1.5779 -0.3670  0.093
H 2.7463 1.7215 -2.1222  0.114
H 1.1842 3.2522 -0.2142  0.100
H 1.2828 3.5409 -1.9525  0.125
H 0.0950 2.6263 1.1820  0.095
H -1.9174 2.4402 2.6916  0.098
H -4.3648 3.9162 -0.3121  0.116
H -2.5498 3.6015 -2.0866  0.124


DFT total energy per entry: -125573.3688; -31971.7705; -67356.5260 eV